Record 1
C21H22F3N4NaO2SSb | wB97M-V/def2-TZVPD

As for the total charge: +1.

Each line ends with the Löwdin charge.
CARTESIAN COORDINATES (ANGSTROEM)
Sb1 -1.614 -0.285 0.959  1.50
S1 3.316 -1.128 0.627  0.64
Na1 1.136 -1.675 -0.865  0.23
F1 0.871 1.376 -4.551  0.09
F2 2.176 2.748 4.899  0.08
F3 -6.029 4.099 1.078  0.08
O1 0.552 -5.476 -2.843  0.00
O2 0.689 -3.280 -2.343  0.04
N1 1.310 -3.974 0.237  0.05
N2 4.715 0.833 -0.462  0.11
N3 1.046 -4.900 -0.774  0.02
N4 3.232 1.471 1.159  0.13
C1 -1.165 -0.274 -2.083  -0.14
C2 -3.132 1.205 0.909  -0.42
C3 -0.675 0.288 -0.898  -0.45
C4 0.365 1.020 -3.364  -0.27
C5 3.776 0.494 0.428  -0.91
C6 -4.080 1.198 1.932  -0.13
C7 0.755 -4.456 -2.023  -0.56
C8 -4.172 3.181 -0.014  0.00
C9 0.357 1.224 -0.989  -0.12
C10 1.368 2.108 4.041  -0.29
C11 -0.343 2.180 2.387  -0.11
C12 0.887 1.594 -2.218  0.01
C13 1.449 0.731 3.948  -0.02
C14 0.608 0.082 3.051  -0.16
C15 0.489 2.850 3.272  0.00
C16 -0.655 0.088 -3.323  0.01
C17 -0.292 0.792 2.258  -0.41
C18 0.253 -5.133 -4.209  -0.01
C19 -5.085 3.150 1.021  -0.28
C20 -5.062 2.174 2.000  0.00
C21 -3.191 2.200 -0.062  -0.12
H1 -1.052 2.753 1.800  0.10
H2 5.159 0.098 -0.983  0.10
H3 0.665 -0.998 2.983  0.09
H4 -2.471 2.224 -0.872  0.09
H5 0.760 1.674 -0.089  0.08
H6 0.135 -6.081 -4.722  0.10
H7 3.585 2.414 1.138  0.13
H8 -4.235 3.961 -0.761  0.12
H9 -1.029 -0.340 -4.242  0.13
H10 5.098 1.762 -0.518  0.12
H11 -5.802 2.186 2.787  0.13
H12 1.072 -4.562 -4.640  0.10
H13 1.114 -5.892 -0.607  0.16
H14 -4.061 0.428 2.695  0.10
H15 -1.959 -1.012 -2.048  0.11
H16 -0.667 -4.555 -4.258  0.10
H17 0.677 -4.126 1.014  0.11
H18 2.146 0.189 4.573  0.13
H19 1.683 2.321 -2.303  0.13
H20 0.452 3.925 3.388  0.13
H21 2.609 1.210 1.909  0.06
H22 2.264 -4.079 0.567  0.09

=====

Record 2
C21H22FN3O4S | wB97M-V/def2-TZVPD

As for the total charge: 0.

Each line ends with the Löwdin charge.
CARTESIAN COORDINATES (ANGSTROEM)
S1 -1.099 -0.022 1.666  1.01
F1 -6.846 -1.615 -0.194  0.00
O1 3.590 -2.681 -0.096  -0.08
O2 1.895 2.919 0.424  0.18
O3 2.659 0.069 1.709  0.02
O4 4.551 -0.272 -0.959  -0.15
N1 -2.326 1.254 -0.339  0.11
N2 -0.090 1.879 -0.071  0.08
N3 1.337 -1.784 2.065  0.09
C1 -1.207 1.106 0.114  -0.45
C2 0.062 2.339 -1.661  0.04
C3 0.892 -0.137 -1.824  -0.23
C4 0.848 2.247 2.140  0.05
C5 -3.358 0.522 -0.284  -0.41
C6 -3.287 -0.824 -0.289  -0.01
C7 0.990 2.292 0.445  -0.58
C8 2.792 -1.845 -0.786  -0.17
C9 -4.491 -1.890 -0.199  0.12
C10 1.445 -2.338 -1.192  0.06
C11 1.534 -0.259 2.216  -0.54
C12 0.491 -1.363 -1.590  -0.09
C13 -0.041 0.987 -2.408  -0.11
C14 4.812 1.337 -0.951  0.09
C15 -5.763 0.526 -0.545  0.04
C16 -5.621 -1.001 -0.222  -0.18
C17 3.152 -0.523 -1.256  -0.18
C18 -4.645 1.118 -0.205  -0.05
C19 2.289 0.345 -1.888  0.05
C20 0.492 0.522 2.421  -0.50
C21 4.743 -2.474 0.584  -0.09
H1 0.959 -3.079 -0.695  0.07
H2 4.928 1.348 -2.105  0.14
H3 -0.449 -1.478 -1.932  0.08
H4 4.205 1.824 -0.328  0.03
H5 -1.000 0.526 -2.557  0.09
H6 -0.861 2.705 -1.758  0.07
H7 5.765 1.278 -0.640  0.03
H8 1.723 2.395 2.593  0.03
H9 0.971 2.717 -1.674  0.06
H10 -0.123 2.800 2.573  0.14
H11 -2.455 -1.537 -0.149  0.08
H12 4.972 -3.308 1.043  0.05
H13 -6.749 0.828 -0.446  0.09
H14 2.217 -2.366 1.666  0.15
H15 2.642 1.287 -2.186  0.09
H16 5.477 -2.271 -0.317  0.14
H17 0.333 -1.896 2.094  0.00
H18 0.390 1.207 -3.463  0.15
H19 4.791 -1.601 1.136  0.07
H20 -4.564 2.184 -0.433  0.13
H21 0.465 0.374 3.655  0.19
H22 -4.460 -2.821 -0.065  0.01

=====

Record 3
C21H22FN3O5S2 | wB97M-V/def2-TZVPD

As for the total charge: 0.

Each line ends with the Löwdin charge.
CARTESIAN COORDINATES (ANGSTROEM)
S1 -1.725 0.534 -3.356  0.67
S2 0.058 3.797 1.723  0.97
F1 4.398 -2.672 0.372  0.07
O1 -1.629 1.297 -4.564  -0.27
O2 0.425 -0.048 0.697  0.08
O3 1.840 -2.071 -2.890  -0.13
O4 -2.916 -0.217 -3.093  -0.28
O5 -2.574 1.722 3.796  0.08
N1 -1.819 1.374 1.699  0.01
N2 -0.455 -0.540 -3.346  -0.23
N3 0.226 -1.515 2.429  0.14
C1 -1.466 4.477 2.493  -0.42
C2 -2.348 2.156 2.686  -0.46
C3 -0.561 2.690 -2.092  -0.05
C4 -1.392 1.595 -1.951  -0.25
C5 -2.672 3.579 2.276  -0.14
C6 -1.442 1.857 0.432  -0.24
C7 2.803 -3.963 3.330  -0.08
C8 -1.845 1.184 -0.717  0.01
C9 0.848 0.005 -3.652  -0.17
C10 1.787 -1.164 -3.965  -0.18
C11 2.348 -2.072 1.336  0.07
C12 -0.607 2.973 0.297  -0.45
C13 -0.183 3.389 -0.959  -0.07
C14 3.742 -3.795 2.327  -0.02
C15 1.651 -3.200 3.346  -0.04
C16 1.417 -2.249 2.352  -0.21
C17 -0.412 -1.466 -2.236  -0.17
C18 3.492 -2.849 1.349  -0.27
C19 0.566 -2.589 -2.594  -0.18
C20 -1.610 -0.031 1.991  -0.02
C21 -0.199 -0.504 1.629  -0.40
H1 -1.420 -1.855 -2.094  0.12
H2 -0.066 -0.963 -1.321  0.11
H3 0.472 4.243 -1.028  0.11
H4 -1.228 4.561 3.553  0.08
H5 -2.497 0.327 -0.670  0.12
H6 -3.489 3.931 2.909  0.13
H7 0.701 -3.268 -1.751  0.13
H8 -0.233 2.982 -3.076  0.12
H9 -2.990 3.609 1.232  0.12
H10 2.971 -4.693 4.105  0.11
H11 2.808 -0.810 -4.116  0.13
H12 -2.320 -0.651 1.428  0.14
H13 -1.636 5.472 2.079  0.08
H14 1.433 -1.676 -4.872  0.13
H15 0.926 -3.337 4.135  0.11
H16 2.199 -1.348 0.553  0.11
H17 -0.370 -1.776 3.203  0.15
H18 4.648 -4.377 2.295  0.12
H19 0.735 0.661 -4.514  0.12
H20 0.176 -3.144 -3.460  0.13
H21 -1.814 -0.146 3.060  0.13
H22 1.246 0.571 -2.796  0.13

=====

Record 4
C21H22N2O6 | wB97M-V/def2-TZVPD

As for the total charge: 0.

Each line ends with the Löwdin charge.
CARTESIAN COORDINATES (ANGSTROEM)
O1 -7.010 -0.367 -1.381  0.12
O2 1.030 -0.527 0.634  0.09
O3 -2.298 0.128 -2.456  0.10
O4 -5.189 -1.254 -0.410  0.00
O5 -1.725 2.732 0.408  0.01
O6 8.455 -0.044 -0.991  0.08
N1 -3.685 0.839 -0.794  -0.04
N2 2.196 0.928 -0.683  0.15
C1 -0.165 1.253 -0.442  -0.09
C2 -5.368 -2.831 1.388  -0.06
C3 -1.448 1.277 2.148  0.04
C4 8.009 -1.899 0.431  -0.02
C5 -5.924 -2.395 0.045  -0.21
C6 -4.903 0.791 -1.547  -0.02
C7 7.626 -0.689 -0.386  -0.41
C8 -2.492 0.453 -1.308  -0.40
C9 5.199 -1.005 0.287  -0.01
C10 5.813 0.773 -1.200  -0.01
C11 -5.839 -0.333 -1.113  -0.47
C12 -2.183 1.452 0.843  -0.37
C13 6.189 -0.322 -0.417  -0.16
C14 3.513 0.479 -0.569  -0.21
C15 1.066 0.431 -0.104  -0.41
C16 -3.661 1.252 0.595  -0.02
C17 4.498 1.169 -1.278  -0.01
C18 -0.284 1.887 1.958  0.01
C19 -0.350 2.462 0.557  -0.22
C20 -1.475 0.513 -0.181  -0.06
C21 3.877 -0.613 0.216  0.00
H1 -4.628 0.607 -2.593  0.15
H2 6.582 1.300 -1.744  0.12
H3 -0.128 1.632 -1.465  0.16
H4 3.120 -1.149 0.763  0.10
H5 -6.984 -2.128 0.111  0.12
H6 -1.798 0.700 2.978  0.12
H7 -5.446 1.740 -1.489  0.14
H8 9.081 -2.059 0.349  0.08
H9 7.484 -2.779 0.068  0.09
H10 -1.292 -0.491 0.210  0.17
H11 -5.879 -3.731 1.718  0.08
H12 -5.513 -2.052 2.132  0.08
H13 -4.305 -3.039 1.301  0.08
H14 0.570 1.952 2.601  0.12
H15 5.449 -1.854 0.903  0.11
H16 2.082 1.724 -1.296  0.15
H17 7.749 -1.742 1.476  0.09
H18 0.258 3.337 0.344  0.16
H19 4.223 2.017 -1.890  0.11
H20 -4.216 2.184 0.726  0.15
H21 -4.075 0.478 1.250  0.13
H22 -5.807 -3.188 -0.701  0.13

=====

Number 1: LUMO energy -2.263 eV, Kohn-Sham gap 8.942 eV, maximum force 0.11 eV/Å. Number 2: LUMO energy 0.010 eV, Kohn-Sham gap 7.844 eV, maximum force 16.20 eV/Å. Number 3: LUMO energy 0.290 eV, Kohn-Sham gap 9.245 eV, maximum force 1.04 eV/Å. Number 4: LUMO energy 0.217 eV, Kohn-Sham gap 9.149 eV, maximum force 0.57 eV/Å.